This record from OMol25 describes a 3-piece molecular cluster, C4H12NO4S overall in a non-equilibrium geometry. The level of theory is wB97M-V/def2-TZVPD.

Its charge is -1. The calculation puts the molecular weight at 170.21 g/mol. As for the energy above the lowest of the compared OMol25 structures with the same formula, charge and spin: 0.0 kcal/mol. As for the HOMO energy: -5.184 eV.

Atoms and positions in Å:
C (0.692, 0.135, -2.230)
N (-0.370, 0.002, -1.192)
C (0.199, -0.365, 0.120)
C (-0.872, -1.136, 0.874)
S (-0.207, -1.999, 2.355)
C (0.553, 0.918, 0.950)
O (0.109, 1.993, 0.479)
O (1.240, 0.759, 1.961)
H (0.200, 0.444, -3.150)
H (1.165, -0.924, -2.329)
H (1.478, 0.849, -1.975)
H (-0.858, 0.934, -1.062)
H (1.097, -0.965, 0.009)
H (-1.720, -0.440, 1.206)
H (-1.356, -1.921, 0.230)
H (0.644, -1.050, 2.819)
H (-1.532, -1.380, -2.004)
H (-1.675, -2.859, -1.702)
O (-2.042, -2.169, -2.252)
H (1.426, 2.516, 2.683)
H (0.680, 3.244, 1.692)
O (1.148, 3.413, 2.516)

Cartesian forces, eV/Å:
C -0.24 -1.71 0.80
N 0.13 0.71 -0.46
C -0.91 0.94 -0.15
C -1.24 0.00 0.71
S -0.16 -0.29 -0.02
C -0.28 0.13 -1.40
O -0.21 -0.08 -0.05
O 0.65 -0.43 0.99
H 0.22 -0.15 -0.22
H -0.71 1.85 -0.18
H 0.03 0.07 0.10
H 1.06 -1.26 -0.04
H 0.04 -0.16 -0.14
H 1.19 -0.82 -0.52
H 0.64 0.69 0.72
H -0.32 0.05 -0.43
H 0.26 0.44 0.32
H 0.10 -0.24 0.12
O -0.34 -0.18 -0.43
H 0.26 -0.79 0.25
H -0.33 0.00 -0.47
O 0.15 1.25 0.51

Here are the Mulliken charges for atoms 1 to 5, given in e: atom 1 (C): -0.8599, atom 2 (N): -0.4185, atom 3 (C): -0.1239, atom 4 (C): -0.5225, atom 5 (S): -0.3302